53
Properties=species:S:1:pos:R:3 method="wB97M-V/def2-TZVPD" homo_ev="-11.69 / -11.00" orbital_gap_ev="6.589 / 5.261" charge=+1 lumo_ev="-5.102 / -5.736"
C -0.841 4.175 -0.253
H 0.059 2.785 -1.625
N 0.203 2.102 0.308
C -2.513 -1.061 -1.735
H -0.402 -0.426 2.127
H -2.709 1.730 -3.698
C 3.611 -0.699 4.055
H -0.139 1.405 3.518
C -2.069 -0.800 -4.032
H -4.025 1.272 -2.607
C -1.265 -2.733 -5.420
C -2.950 1.208 -2.775
H 1.486 1.648 2.875
C 2.885 -0.509 2.913
O -4.056 -0.296 -0.242
O -1.862 -0.159 0.410
H -2.456 1.721 -1.947
C 4.999 -0.476 4.102
H 1.332 -1.908 2.528
I 6.023 -0.783 5.889
C -2.201 -2.413 -1.745
C -2.240 -3.267 -0.509
C 5.705 -0.046 2.975
C 1.416 -0.886 2.911
C -0.702 3.475 2.024
N 0.535 -0.035 2.107
H -3.119 -3.051 0.099
C -0.186 3.007 -0.592
C -1.109 4.408 1.088
I 5.967 0.836 0.094
Tl 0.763 -0.310 -0.544
H -2.126 -2.914 -6.066
H 1.089 -0.913 3.958
C -1.703 -2.141 -4.109
C -2.837 -0.400 -0.296
C -2.521 -0.230 -2.846
H -0.888 3.622 3.080
C 3.566 -0.026 1.715
H -2.244 -4.323 -0.769
C 5.010 0.179 1.821
H 3.114 -1.049 4.951
H -0.755 -3.683 -5.273
C -1.775 -2.930 -2.965
H -2.022 -0.177 -4.918
H -0.598 -2.052 -5.947
H -1.507 -3.979 -3.008
H -1.357 -3.075 0.106
O 2.973 0.217 0.653
C 0.471 1.337 2.610
H 6.774 0.109 3.019
H -1.133 4.882 -1.016
H -1.630 5.304 1.402
C -0.042 2.328 1.596

---

21
Properties=species:S:1:pos:R:3 method="wB97M-V/def2-TZVPD" homo_ev="-8.08 / -8.10" orbital_gap_ev="7.106 / 7.124" lumo_ev="-0.973 / -0.974"
H 0.804 2.221 -0.925
H 2.597 -4.366 0.576
H 1.453 -1.660 0.687
H 1.145 0.603 -1.509
H -1.055 2.606 1.610
H -0.216 1.365 2.521
H 1.424 -3.651 -0.592
H 3.179 -3.304 -0.656
C -1.011 1.538 1.801
H -2.124 0.257 -1.878
C 2.351 -2.313 0.875
C 0.903 1.183 -0.625
H 1.745 1.116 0.056
C -2.179 0.880 -0.992
C -0.603 -1.338 0.193
C 2.320 -3.475 0.007
H -3.125 0.677 -0.499
Cl -1.385 -2.116 1.450
Si -0.703 0.560 0.187
H -1.948 1.250 2.269
H -2.182 1.917 -1.311

---

Ordered strongest force on any atom results: 2.57 1.23; unit eV Å⁻¹.
Ordered molecular weight results: 832.63 148.71; unit g/mol.
Ordered ΔE to the lowest compared entry with this formula, charge and spin results: 34.9 737.4; unit kJ/mol.